Formula: C3H3Cl2F
Source: OMol25
Level of theory: the ωB97M-V functional and the def2-TZVPD basis

```
9
Properties=species:S:1:pos:R:3:lowdin_charge:R:1
C 2.065 0.560 0.720 -0.5572
H 0.225 -0.949 0.848 0.0696
H -0.195 0.741 1.358 0.0174
C -0.639 0.469 -0.516 -0.5965
H -0.709 -0.237 -1.362 0.0770
Cl -1.214 2.099 -0.573 0.6151
Cl 2.611 0.507 -0.885 0.6420
C 0.069 0.078 0.647 -0.2233
F 2.349 1.705 1.363 -0.0441
```

molecular weight = 128.96 u
relative energy (zero: lowest compared OMol25 entry of this formula, charge and spin) = 379.2 kJ/mol
Kohn-Sham gap (alpha / beta) = 7.543 / 7.658 eV
DFT total energy = -30917.385 eV